The following is a quantum chemistry calculation of the molecule C7H8S2, from OMol25.

Last column: Löwdin charge in e.
Element x y z (Å)
1 C 1.94156 -1.58426 -1.09988  -0.195
2 C 1.30653 -0.97763 0.01372  -0.181
3 C 1.97364 -0.77980 -2.18988  -0.425
4 C 0.88310 0.26743 -0.29176  -0.485
5 C 0.26859 2.78088 0.63557  -0.053
6 C 0.04838 1.50504 0.84423  -0.582
7 C -1.98084 -0.30693 1.04259  -0.364
8 S 1.22930 0.74689 -1.90028  0.993
9 S -0.90290 0.74415 2.08503  0.835
10 H 2.35720 -2.57611 -1.07525  0.100
11 H 1.18539 -1.44345 0.97314  0.103
12 H 2.38935 -0.98251 -3.15734  0.058
13 H -0.19927 3.53108 1.25351  0.059
14 H 0.91019 3.13429 -0.15382  0.049
15 H -1.78336 -1.35302 1.25934  0.030
16 H -1.77185 -0.08693 0.00197  0.034
17 H -3.01184 -0.06003 1.27803  0.026

structure (SMILES)	C=C(SC)c1cccs1
max |F|	4.99	eV/Å
E_HOMO	-8.58	eV
charge	0
frontier orbital gap	9.38	eV
total energy	-1067.828372	hartree


The following is a quantum chemistry calculation of a cluster of 11 separate species, C6H35NO11 in total, from OMol25.

Last column: Löwdin charge in e.
Element x y z (Å)
1 C 0.99407 -1.69800 -0.72963  -0.096
2 C 1.49865 -0.75970 -1.83830  -0.198
3 C 0.82702 0.63909 -1.82759  -0.229
4 O 1.21581 1.33209 -0.64584  -0.158
5 C -0.75152 -1.86300 -0.93379  -0.089
6 N -1.38081 -2.39728 0.37342  -0.268
7 C -2.85084 -2.00760 0.44116  -0.042
8 C -1.15084 -3.85461 0.20681  -0.096
9 H 1.52796 -2.68401 -1.06000  0.143
10 H 1.18794 -1.36926 0.21545  0.011
11 H 2.62648 -0.63465 -1.61372  0.130
12 H 1.47982 -1.18306 -2.84040  0.106
13 H -0.13272 0.31543 -1.31819  0.089
14 H 0.92334 1.13708 -2.77494  0.115
15 H 2.12339 1.78489 -0.67686  0.061
16 H -1.25507 -0.79385 -0.78024  0.110
17 H -0.95487 -2.29887 -1.77768  0.045
18 H -2.83517 -1.01887 -0.00248  0.058
19 H -3.48196 -2.65145 0.01219  0.031
20 H -2.98551 -2.01789 1.54457  0.089
21 H -0.58302 -4.25335 1.08602  0.079
22 H -0.50700 -4.11480 -0.55434  0.045
23 H -2.18323 -4.32533 0.43646  0.114
24 H 1.17749 1.50462 1.69636  0.033
25 H 1.14620 2.62304 2.62769  0.069
26 O 1.10604 1.64605 2.67889  -0.070
27 H -2.41542 -0.51444 3.20492  0.055
28 H -1.82124 0.80719 2.57187  0.034
29 O -2.64621 0.38912 2.87488  -0.074
30 H 0.08739 -2.59570 2.96441  0.051
31 H 0.29048 -1.91608 1.55599  0.013
32 O 0.65985 -1.95863 2.49250  -0.090
33 H 2.23808 -0.17044 1.53855  -0.002
34 H 2.89454 0.97027 2.18440  -0.033
35 O 2.93532 0.43740 1.49432  0.024
36 H -2.04013 2.35431 -3.94711  -0.022
37 H -1.76227 0.79183 -3.85315  0.062
38 O -1.57477 1.64441 -4.36396  -0.100
39 H 2.99228 -2.56150 1.62011  0.029
40 H 4.45641 -2.48955 1.29444  0.052
41 O 3.75414 -3.18976 1.39120  -0.110
42 H -3.17209 2.14586 1.23536  0.078
43 H -2.83379 1.15469 0.24078  0.018
44 O -3.01593 2.10074 0.25142  -0.073
45 H -2.20724 2.22339 -1.63114  0.007
46 H -3.56564 2.76792 -1.81177  0.011
47 O -2.91555 2.32061 -2.26867  -0.030
48 H 3.79299 1.17965 -0.09286  -0.077
49 H 4.47956 2.38180 -1.03171  0.135
50 O 3.75640 1.72478 -0.76653  -0.002
51 H -1.03923 3.40234 -0.79432  0.025
52 H 0.13486 3.08811 0.03664  0.053
53 O -0.71474 3.67875 0.10790  -0.118

structure (SMILES)	CN(C)CCCCO.O.O.O.O.O.O.O.O.O.O
max |F|	10.75	eV/Å
E_HOMO	-9.48	eV
charge	0
frontier orbital gap	9.64	eV
total energy	-1131.765008	hartree


The following is a quantum chemistry calculation of the molecule C4H7BrO2, from OMol25.

Last column: Löwdin charge in e.
Element x y z (Å)
1 C 0.45787 0.16577 1.03554  -0.263
2 C -0.55925 1.41385 0.78987  -0.203
3 C 1.25660 -0.24420 -0.06637  -0.780
4 C 0.57770 -0.85885 -1.33740  -0.093
5 O 0.04909 2.40992 0.07517  -0.157
6 O 0.58267 1.96232 -1.07297  -0.094
7 Br 3.06291 0.03620 0.06940  0.816
8 H 1.07158 0.59014 1.93618  0.122
9 H -0.19505 -0.68792 1.53590  0.159
10 H -1.47565 1.02924 0.19808  0.146
11 H -0.83918 1.83989 1.76415  0.125
12 H 0.01842 0.03540 -1.60510  0.051
13 H 0.11218 -1.87065 -1.07638  0.104
14 H 1.30344 -1.08654 -2.13160  0.068

max |F|	4.68	eV/Å
E_HOMO (alpha / beta)	-9.69 / -7.68	eV
charge	0
frontier orbital gap (alpha / beta)	9.58 / 6.86	eV
total energy	-2880.880459	hartree


The following is a quantum chemistry calculation of the molecule C10H14O2S, from OMol25.

Last column: Löwdin spin population.
Element x y z (Å)
1 C -0.39455 -1.97923 0.16797  0.489
2 C -2.15067 -0.18791 0.44118  0.711
3 C -0.80736 0.77648 -1.51410  0.011
4 C 0.09555 -0.49028 -1.58802  0.005
5 C -1.09764 0.77720 0.03374  0.085
6 C 0.58227 -0.92461 -0.18513  0.110
7 C 0.29220 0.45437 0.65185  0.034
8 C 2.02686 -1.36917 -0.11554  0.026
9 C 1.35669 1.46799 0.39686  0.002
10 C -0.02845 0.21676 2.16413  0.028
11 O -0.70699 -3.10543 0.07328  0.285
12 O -4.21259 0.84645 -0.59392  0.092
13 S -3.71260 -0.37906 0.08419  0.072
14 H -0.29601 1.59810 -1.76616  0.002
15 H -1.70331 0.59508 -2.09926  0.000
16 H -0.41698 -1.29007 -2.02124  0.002
17 H 0.89226 -0.38611 -2.19920  0.001
18 H -1.48916 1.68361 0.33272  0.010
19 H 2.14716 -2.28375 -0.85477  0.002
20 H 2.22145 -1.79816 0.83905  0.002
21 H 2.51745 -0.44092 -0.62990  0.006
22 H 1.09030 2.57399 0.63819  0.001
23 H 1.71352 1.55506 -0.66976  0.000
24 H 2.37500 1.46387 0.99922  0.001
25 H -0.32687 1.22781 2.63626  0.001
26 H 0.88635 -0.18851 2.58126  0.001
27 H -0.85388 -0.41354 2.19710  0.021

max |F|	5.49	eV/Å
spin multiplicity	3
E_HOMO (alpha / beta)	-6.26 / -8.97	eV
charge	0
expectation value of S²	2.015
frontier orbital gap (alpha / beta)	6.29 / 7.29	eV
total energy	-937.848643	hartree


> Look up the charge of the second one.

0


> The lowest total energy belongs to which entry?

C4H7BrO2


> The lowest max |F| belongs to which entry?

C4H7BrO2


> Look up the max |F| of the fourth one.

5.49 eV/Å